# 1
ORCA calculation (ωB97M-V/def2-TZVPD) on a cluster of 8 separate species, C38H66FO11P in total.

The total charge is 0. Its SMILES is CCC(=O)OCCC1=C(CCCF)C(=O)C=C(P(C)CC)C1=O.CC(C)=O.CC(C)=O.CC(C)=O.CC(C)=O.CC(C)=O.CC(C)=O.CC(C)=O. For the LUMO energy, the calculation gives -0.810 eV. As for the spin multiplicity: 1. The highest occupied orbital energy is -8.078 eV. The strongest force on any atom is 0.61 eV Å⁻¹.

XYZ file:
```
117
C38H66FO11P, DFT ωB97M-V/def2-TZVPD
C -3.372 0.593 3.543
C -2.536 1.796 3.997
C -1.845 2.454 2.840
O -2.151 3.534 2.395
O -0.857 1.698 2.342
C -0.131 2.248 1.231
C 0.563 1.085 0.496
C -0.313 -0.139 0.521
C -1.435 -0.279 -0.202
C -1.889 0.714 -1.234
C -1.710 0.273 -2.701
C -2.462 -0.935 -3.203
F -1.764 -2.105 -2.872
C -2.304 -1.451 0.057
O -3.366 -1.598 -0.519
C -1.940 -2.397 1.132
C -0.784 -2.332 1.803
P -0.493 -3.592 3.099
C 0.275 -4.962 2.140
C 0.878 -2.985 4.174
C 0.421 -2.877 5.648
C 0.172 -1.265 1.388
O 1.349 -1.321 1.679
H -2.733 -0.147 3.061
H -3.866 0.147 4.397
H -4.153 0.923 2.856
H -3.187 2.537 4.457
H -1.821 1.483 4.760
H -0.814 2.766 0.562
H 0.601 2.952 1.627
H 0.781 1.365 -0.533
H 1.496 0.886 1.018
H -2.910 1.041 -1.027
H -1.260 1.600 -1.163
H -2.013 1.126 -3.315
H -0.647 0.117 -2.897
H -3.470 -1.009 -2.802
H -2.517 -0.914 -4.295
H -2.679 -3.149 1.384
H -0.496 -5.654 1.803
H 0.965 -5.497 2.789
H 0.825 -4.618 1.266
H 1.223 -2.007 3.848
H 1.741 -3.645 4.078
H 0.015 -1.881 5.825
H -0.336 -3.622 5.883
H 1.284 -2.992 6.304
C -1.623 -5.521 -7.176
C -1.298 -4.177 -6.568
C -1.018 -4.145 -5.088
O -1.270 -3.173 -7.244
H -1.808 -5.411 -8.242
H -0.791 -6.211 -7.021
H -2.508 -5.942 -6.697
H -0.165 -4.787 -4.857
H -1.883 -4.509 -4.532
H -0.799 -3.130 -4.775
C -3.923 1.206 8.927
C -4.475 0.916 7.553
C -5.950 1.164 7.346
O -3.771 0.505 6.660
H -2.858 0.988 8.947
H -4.084 2.255 9.181
H -4.432 0.591 9.671
H -6.183 2.212 7.543
H -6.532 0.548 8.034
H -6.224 0.920 6.323
C 3.518 -5.336 -0.796
C 3.854 -6.123 0.449
C 5.079 -7.003 0.383
O 3.176 -6.051 1.446
H 2.623 -4.742 -0.627
H 4.346 -4.672 -1.053
H 3.350 -6.015 -1.634
H 5.962 -6.398 0.168
H 4.968 -7.741 -0.412
H 5.214 -7.513 1.334
C -3.318 -1.916 -9.296
C -4.325 -2.281 -10.357
C -5.382 -1.250 -10.679
O -4.295 -3.348 -10.926
H -2.613 -2.728 -9.154
H -2.774 -1.017 -9.590
H -3.824 -1.716 -8.350
H -4.912 -0.328 -11.025
H -5.965 -1.021 -9.785
H -6.044 -1.631 -11.454
C 2.745 5.789 5.110
C 2.252 5.381 3.744
C 0.844 5.776 3.380
O 2.956 4.765 2.974
H 3.767 5.447 5.249
H 2.710 6.876 5.208
H 2.108 5.354 5.881
H 0.742 6.862 3.407
H 0.137 5.333 4.083
H 0.613 5.421 2.378
C 4.480 1.123 -2.341
C 3.168 1.649 -2.869
C 3.232 2.861 -3.766
O 2.117 1.124 -2.585
H 4.298 0.255 -1.711
H 5.131 0.841 -3.170
H 4.984 1.895 -1.757
H 3.837 2.643 -4.647
H 3.691 3.696 -3.233
H 2.228 3.140 -4.077
C 6.326 7.753 -0.400
C 5.451 7.506 0.808
C 5.096 6.073 1.113
O 5.056 8.419 1.495
H 6.507 8.820 -0.511
H 7.278 7.234 -0.284
H 5.836 7.375 -1.299
H 6.004 5.492 1.286
H 4.557 5.633 0.272
H 4.468 6.028 1.996
```

# 2
ORCA calculation (ωB97M-V/def2-TZVPD) on a cluster of 3 separate species, C38H67FN2O2P in total.

The total charge is +1. For the LUMO energy, the calculation gives -2.235 eV. As for the spin multiplicity: 1. The highest occupied orbital energy is -10.577 eV. The strongest force on any atom is 3.78 eV Å⁻¹.

XYZ file:
```
111
C38H67FN2O2P, DFT ωB97M-V/def2-TZVPD
C 1.696 -11.779 -7.719
C 1.247 -10.396 -8.314
C 0.282 -9.643 -7.290
C 0.763 -8.127 -7.207
C -0.543 -7.240 -6.936
C -0.123 -6.047 -5.995
C -1.384 -5.145 -5.694
C -1.218 -4.501 -4.252
C -1.798 -3.028 -4.344
C -1.637 -2.224 -3.006
C -1.891 -0.675 -3.170
C -1.695 0.056 -1.782
C -0.441 1.004 -1.720
C -0.686 2.304 -0.835
C -0.133 2.135 0.621
C -0.693 3.171 1.663
P -2.575 2.910 1.717
N -3.191 3.173 3.337
O -2.777 1.234 1.464
C -0.169 3.063 3.170
C -0.396 4.565 3.650
C 0.368 5.295 2.476
C 1.937 5.218 2.704
C 2.338 5.615 4.183
C 3.660 6.450 4.285
C 3.642 7.143 5.710
O 4.474 6.461 6.657
C 0.124 6.823 2.239
F 0.762 7.253 1.056
C -1.367 7.258 2.109
C -1.534 8.845 2.099
N -0.162 4.519 1.294
H 2.157 -11.637 -6.714
H 2.452 -12.229 -8.402
H 0.828 -12.464 -7.587
H 2.120 -9.742 -8.547
H 0.675 -10.511 -9.266
H 0.286 -10.102 -6.277
H -0.740 -9.642 -7.743
H 1.402 -7.974 -6.300
H 1.275 -7.805 -8.144
H -1.267 -7.904 -6.412
H -0.999 -6.889 -7.894
H 0.653 -5.440 -6.518
H 0.331 -6.463 -5.059
H -1.354 -4.301 -6.430
H -2.351 -5.693 -5.797
H -1.756 -5.096 -3.468
H -0.155 -4.439 -3.926
H -2.885 -3.083 -4.588
H -1.273 -2.482 -5.171
H -2.377 -2.662 -2.283
H -0.629 -2.390 -2.540
H -1.303 -0.231 -4.006
H -2.982 -0.585 -3.418
H -2.620 0.640 -1.568
H -1.635 -0.747 -1.001
H 0.417 0.455 -1.261
H -0.203 1.298 -2.772
H -1.775 2.525 -0.903
H -0.158 3.132 -1.382
H -0.252 1.092 0.984
H 0.979 2.315 0.566
H -3.810 3.983 3.241
H -3.841 2.403 3.532
H -2.144 0.826 2.081
H 0.897 2.723 3.122
H -0.691 2.351 3.845
H -1.429 4.971 3.544
H -0.137 4.824 4.697
H 2.506 5.859 1.993
H 2.324 4.174 2.551
H 1.513 6.242 4.619
H 2.349 4.683 4.800
H 4.560 5.798 4.280
H 3.681 7.271 3.534
H 2.596 7.152 6.142
H 3.990 8.201 5.672
H 3.984 6.270 7.460
H 0.633 7.369 3.070
H -1.750 6.869 1.131
H -2.034 6.874 2.911
H -0.582 9.371 1.884
H -2.361 9.095 1.403
H -1.878 9.115 3.127
H -0.873 4.987 0.712
H 0.642 4.466 0.648
C -1.779 5.309 8.077
C -1.675 6.359 7.172
C -0.555 7.183 7.188
C 0.465 6.949 8.105
C 0.362 5.897 9.007
C -0.762 5.080 8.996
H -2.654 4.670 8.067
H -2.468 6.537 6.454
H -0.476 8.006 6.487
H 1.340 7.589 8.114
H 1.158 5.715 9.720
H -0.845 4.263 9.703
C 2.273 -8.715 -2.025
C 1.005 -8.489 -2.547
C 0.063 -7.784 -1.807
C 0.393 -7.296 -0.548
C 1.662 -7.518 -0.027
C 2.601 -8.231 -0.763
H 3.006 -9.267 -2.600
H 0.750 -8.864 -3.532
H -0.927 -7.614 -2.212
H -0.340 -6.742 0.027
H 1.920 -7.137 0.954
H 3.589 -8.409 -0.355
```

# 3
ORCA calculation (ωB97M-V/def2-TZVPD) on a structure of composition C38H68BrN8OS2Si2Sr.

The total charge is +1. For the LUMO energy, the calculation gives -3.530 eV. As for the spin multiplicity: 1. The highest occupied orbital energy is -9.564 eV. The value obtained for the relative energy (zero: lowest compared OMol25 entry of this formula, charge and spin) is 246.4 kcal per mole. The strongest force on any atom is 5.77 eV Å⁻¹.

XYZ file:
```
121
C38H68BrN8OS2Si2Sr, DFT ωB97M-V/def2-TZVPD
Sr -0.501 0.711 -0.594
N 1.791 -0.579 0.932
C 3.267 -0.667 1.012
C 3.950 -0.386 -0.328
N 3.454 0.806 -1.020
H 1.530 0.276 1.420
H 1.396 -1.335 1.477
H 3.534 -1.671 1.351
H 3.645 0.036 1.760
H 3.828 -1.240 -0.998
H 5.020 -0.254 -0.157
H 3.536 1.611 -0.408
H 2.461 0.678 -1.159
C -1.247 3.407 5.126
C -2.253 3.104 4.051
C -3.448 3.820 3.960
C -4.355 3.450 2.981
C -4.021 2.465 2.068
C -2.736 1.893 2.100
N -1.935 2.168 3.160
N -2.138 1.222 1.035
Si -2.247 2.645 -0.371
C -3.477 1.422 -1.483
C -3.589 4.102 -0.514
C -1.123 2.410 -2.331
H -1.248 4.468 5.373
H -0.248 3.112 4.806
H -1.483 2.855 6.039
H -3.651 4.637 4.638
H -5.308 3.959 2.900
H -4.721 2.164 1.301
H -4.302 1.212 -0.798
H -3.250 0.536 -2.076
H -3.866 2.202 -2.147
H -3.559 4.832 0.292
H -4.577 3.663 -0.624
H -3.347 4.623 -1.445
H -0.304 2.582 -3.052
H -1.609 3.387 -2.517
H -1.799 1.792 -2.926
S 2.450 2.372 3.198
C 2.773 3.772 2.389
N 3.817 4.000 1.574
C 3.713 5.122 0.651
C 2.801 6.141 1.330
S 1.721 5.164 2.425
H 4.402 3.206 1.360
H 3.270 4.793 -0.290
H 4.695 5.540 0.438
H 2.203 6.674 0.596
H 3.354 6.857 1.935
N -0.687 -0.662 3.128
C 0.286 -1.409 3.767
C 0.655 -2.669 3.289
C 1.596 -3.437 3.960
C 2.203 -2.962 5.112
C 1.839 -1.707 5.591
C 0.895 -0.937 4.936
H -0.732 0.337 3.283
H -0.917 -0.932 2.187
H 0.147 -3.071 2.418
H 1.844 -4.424 3.585
H 2.936 -3.560 5.636
H 2.294 -1.325 6.496
H 0.615 0.036 5.324
N 0.590 5.347 -3.439
C 0.799 5.700 -2.147
O 1.302 6.755 -1.814
C 0.428 4.711 -1.078
C -0.524 5.042 -0.150
C -0.801 4.127 0.841
C -0.135 2.874 0.909
N 0.955 2.627 0.038
C 0.964 3.432 -1.044
H 0.782 6.062 -4.125
H -0.092 4.650 -3.680
H -0.975 6.028 -0.143
H -1.519 4.269 1.646
H -0.100 2.562 1.951
H 1.749 3.196 -1.762
C -2.979 -5.008 -1.377
C -2.091 -4.672 -2.589
C -1.821 -5.954 -3.392
C -2.896 -3.697 -3.462
Si -0.434 -3.897 -2.056
Br -1.197 -2.131 -0.733
C 0.618 -4.873 -0.797
C 1.256 -6.100 -1.470
C -0.271 -5.354 0.365
C 1.740 -4.008 -0.192
C 0.503 -2.868 -3.372
C 1.757 -2.206 -2.782
C -0.322 -1.710 -3.964
C 0.945 -3.806 -4.510
H -3.975 -5.267 -1.750
H -3.097 -4.175 -0.684
H -2.621 -5.871 -0.819
H -2.774 -6.410 -3.677
H -1.268 -6.696 -2.815
H -1.263 -5.758 -4.310
H -3.881 -4.137 -3.647
H -2.435 -3.541 -4.439
H -3.058 -2.731 -2.981
H 0.513 -6.804 -1.845
H 1.870 -6.634 -0.738
H 1.907 -5.822 -2.303
H -0.940 -6.159 0.061
H -0.876 -4.562 0.809
H 0.376 -5.762 1.148
H 2.618 -3.968 -0.836
H 2.071 -4.473 0.742
H 1.430 -2.990 0.038
H 1.522 -1.521 -1.965
H 2.245 -1.627 -3.574
H 2.495 -2.918 -2.423
H -0.341 -0.851 -3.291
H -1.352 -1.945 -4.209
H 0.162 -1.387 -4.892
H 1.568 -4.628 -4.147
H 1.532 -3.247 -5.244
H 0.093 -4.246 -5.033
```

# 4
ORCA calculation (ωB97M-V/def2-TZVPD) on a structure of composition C38H68BrN8OS2Si2Sr.

The total charge is +1. For the LUMO energy, the calculation gives -1.956 eV. As for the spin multiplicity: 1. The highest occupied orbital energy is -9.289 eV. The value obtained for the relative energy (zero: lowest compared OMol25 entry of this formula, charge and spin) is 25.1 kcal per mole. The strongest force on any atom is 0.79 eV Å⁻¹.

XYZ file:
```
121
C38H68BrN8OS2Si2Sr, DFT ωB97M-V/def2-TZVPD
Sr 0.011 -0.151 0.017
N -1.076 2.009 -2.902
C -2.455 2.351 -2.548
C -3.160 1.178 -1.893
N -2.548 0.857 -0.594
H -0.594 2.837 -3.234
H -1.077 1.350 -3.674
H -3.051 2.685 -3.404
H -2.429 3.184 -1.840
H -3.083 0.293 -2.529
H -4.222 1.423 -1.795
H -3.127 0.169 -0.120
H -2.585 1.685 -0.004
C -0.900 -0.475 4.039
C 0.338 -1.192 3.576
C 1.086 -1.937 4.459
C 2.256 -2.534 3.976
C 2.623 -2.373 2.670
C 1.813 -1.600 1.784
N 0.668 -1.032 2.283
N 2.086 -1.367 0.497
Si 3.560 -1.792 -0.301
C 3.898 -3.648 -0.359
C 3.430 -1.152 -2.061
C 5.038 -0.923 0.475
H -1.307 -0.917 4.948
H -1.671 -0.496 3.264
H -0.658 0.568 4.265
H 0.776 -2.045 5.489
H 2.877 -3.125 4.639
H 3.535 -2.818 2.301
H 3.077 -4.167 -0.853
H 4.020 -4.091 0.630
H 4.809 -3.859 -0.926
H 2.571 -1.565 -2.595
H 4.331 -1.404 -2.627
H 3.338 -0.062 -2.070
H 5.265 -1.242 1.494
H 4.862 0.156 0.501
H 5.934 -1.093 -0.129
S -0.453 -1.132 -2.920
C -0.287 -2.784 -3.094
N -0.753 -3.500 -4.110
C -0.703 -4.955 -3.981
C 0.440 -5.236 -3.012
S 0.504 -3.780 -1.918
H -1.305 -3.039 -4.818
H -0.523 -5.409 -4.953
H -1.655 -5.317 -3.585
H 1.393 -5.330 -3.530
H 0.259 -6.133 -2.426
N -1.541 2.290 2.145
C -2.298 3.358 1.617
C -1.704 4.307 0.785
C -2.468 5.319 0.223
C -3.832 5.389 0.460
C -4.425 4.436 1.276
C -3.668 3.429 1.856
H -1.937 1.877 2.979
H -0.580 2.528 2.342
H -0.647 4.244 0.563
H -1.990 6.056 -0.410
H -4.427 6.177 0.019
H -5.488 4.481 1.475
H -4.143 2.698 2.501
N 2.047 5.372 2.460
C 2.883 5.196 1.399
O 3.930 5.791 1.270
C 2.448 4.185 0.376
C 2.899 4.326 -0.933
C 2.519 3.385 -1.869
C 1.700 2.339 -1.468
N 1.264 2.184 -0.219
C 1.665 3.086 0.682
H 2.304 6.098 3.109
H 1.072 5.137 2.390
H 3.543 5.160 -1.180
H 2.855 3.442 -2.896
H 1.394 1.587 -2.188
H 1.377 2.900 1.711
C -0.446 -4.694 1.791
C -1.831 -4.873 2.438
C -2.012 -6.349 2.830
C -1.810 -4.045 3.729
Si -3.251 -4.308 1.292
Br -2.459 -2.437 0.197
C -3.625 -5.530 -0.144
C -4.561 -6.651 0.336
C -2.333 -6.174 -0.663
C -4.283 -4.845 -1.354
C -4.816 -3.675 2.196
C -5.960 -3.428 1.201
C -4.576 -2.342 2.925
C -5.295 -4.711 3.226
H 0.312 -5.087 2.476
H -0.213 -3.640 1.628
H -0.333 -5.214 0.841
H -1.242 -6.611 3.562
H -1.900 -7.030 1.986
H -2.981 -6.546 3.296
H -0.925 -4.323 4.309
H -2.683 -4.219 4.360
H -1.740 -2.976 3.523
H -4.171 -7.189 1.203
H -4.682 -7.381 -0.471
H -5.557 -6.282 0.587
H -1.840 -6.807 0.074
H -1.620 -5.416 -0.994
H -2.582 -6.810 -1.521
H -5.240 -4.382 -1.124
H -4.467 -5.604 -2.122
H -3.632 -4.080 -1.784
H -5.674 -2.727 0.412
H -6.806 -2.989 1.739
H -6.318 -4.345 0.733
H -4.295 -1.548 2.230
H -3.812 -2.404 3.697
H -5.510 -2.039 3.409
H -5.501 -5.686 2.780
H -6.229 -4.356 3.672
H -4.583 -4.855 4.040
```